15
Properties=species:S:1:pos:R:3:forces:R:3 method="wB97M-V/def2-TZVPD" gap_ev="8.664 / 8.663" multiplicity=1 total_charge=+1 relative_energy_kj_mol=611.3 e_lumo_ev="-4.69 / -4.69" homo_energy_ev="-13.36 / -13.36"
C -1.08404 0.03056 0.23741 2.07 0.39 -1.44
C 0.98050 -1.71479 -1.27226 -0.41 0.62 -1.39
C 0.92707 -0.42828 -1.06634 1.08 3.74 2.48
C -2.00776 1.37672 1.99502 -0.04 -2.22 -0.21
N 1.80498 0.60876 -0.91425 -1.39 -1.45 -1.44
O 1.95151 -2.36345 -1.87474 2.00 -0.15 0.26
O -1.06620 1.13933 0.86755 0.27 -1.27 -0.76
H -1.84149 -0.81399 0.33600 0.24 1.33 0.77
H 0.11314 -2.23059 -1.41781 -2.49 -1.46 0.50
H -2.96220 1.39427 1.53500 -1.01 0.19 -0.13
H -1.83472 2.21350 2.63048 0.80 0.84 -0.25
H -1.84587 0.45034 2.53156 -0.56 0.13 0.68
H 2.76632 -1.83009 -1.85158 -0.05 -0.38 -0.14
H 2.13321 1.15872 -1.72279 -0.78 -0.30 0.64
H 1.96554 1.00899 -0.01325 0.28 0.00 0.46

=====

62
Properties=species:S:1:pos:R:3:forces:R:3 method="wB97M-V/def2-TZVPD" gap_ev=2.045 multiplicity=1 total_charge=+1 e_lumo_ev=-9.42 homo_energy_ev=-11.46
Cd 4.54506 13.12474 -5.70008 0.29 0.04 0.48
C 6.28333 15.32680 -1.26454 -1.51 -1.26 -1.68
O 5.55338 14.65677 -2.29010 1.28 1.18 2.36
H 7.10002 15.82753 -1.78452 0.65 0.43 -0.69
H 5.76957 16.12268 -0.72536 -0.53 0.01 -0.34
H 6.84301 14.68470 -0.58443 -0.10 -0.65 -0.11
C 6.34615 7.10112 -5.52064 0.55 0.15 0.21
C 6.59552 8.32736 -4.61922 -1.56 -1.24 -2.40
O 5.92642 9.32032 -4.80056 -0.14 1.78 0.66
N 7.58631 8.09004 -3.78567 1.41 1.37 2.30
C 8.21564 9.10546 -2.81411 -0.41 -1.19 -1.52
H 7.35925 6.79418 -5.78049 -0.19 -0.75 -0.14
H 5.82456 7.27832 -6.46119 -0.10 0.48 0.37
H 5.79648 6.34895 -4.95478 0.22 -0.21 -0.08
H 7.85499 7.11747 -3.83073 0.63 0.36 0.60
H 8.13541 10.09834 -3.25663 -0.26 -0.16 -0.06
H 9.28140 8.88202 -2.76574 -0.16 -0.13 0.18
H 7.76442 9.10689 -1.82189 -0.06 -0.23 -0.17
C 1.32639 19.14174 0.42885 -0.90 0.95 1.95
C 2.00728 20.49442 0.45106 -1.60 1.25 -1.81
O 1.43734 21.59256 0.50300 0.72 -1.64 0.59
N 3.25884 20.36345 0.02070 3.37 0.83 -0.51
C 4.18611 21.43816 -0.35721 0.25 0.71 -0.16
H 1.98925 18.37267 0.82540 -0.03 -0.29 -0.70
H 0.84915 19.01806 -0.54327 0.37 -0.39 0.07
H 0.54170 19.23500 1.17962 -0.34 -0.24 -0.16
H 3.74226 19.47700 -0.00405 -0.77 -0.05 0.16
H 4.01689 22.41796 0.08937 -0.43 -0.40 0.56
H 4.22061 21.69579 -1.41576 -0.56 -0.49 -0.34
H 5.21877 21.16131 -0.14493 -0.10 -0.23 0.38
C 6.70357 19.94466 4.75459 0.42 -0.12 -2.56
C 5.56342 19.36847 5.45561 -1.73 1.61 2.37
O 6.00201 19.19594 6.79548 1.71 0.62 -1.03
C 7.38647 19.13314 6.69207 2.56 -1.70 5.84
O 8.09755 18.77526 7.70132 -3.29 1.94 -5.78
O 7.79498 19.51061 5.45406 1.81 -0.91 2.74
F 5.21163 18.15454 5.06864 -0.53 -1.48 -1.40
H 6.72605 21.02917 4.64757 -0.33 -0.04 0.07
H 6.78443 19.43383 3.79510 -0.23 0.51 -0.45
H 4.72597 20.06558 5.42710 -0.40 -0.41 0.19
C 14.10889 15.38520 -0.45225 0.10 1.95 0.11
C 12.78194 15.57543 -1.11519 0.06 0.09 0.35
O 13.10008 15.70717 -2.50481 0.65 -0.17 -0.89
S 14.34088 14.69680 -2.91388 -0.51 -0.29 1.90
O 15.39022 15.27999 -3.71842 -1.99 -0.46 1.44
O 13.71506 13.45707 -3.26105 0.74 0.62 -0.33
O 14.79847 14.53573 -1.31564 0.87 -1.25 -1.68
H 13.93708 15.01983 0.56022 0.60 -0.50 -0.18
H 14.67386 16.31726 -0.43956 -0.06 0.20 0.44
H 12.23560 16.46505 -0.80184 0.16 -0.02 -0.15
H 12.24064 14.68123 -0.80614 -0.63 -0.18 -1.00
C 2.25470 8.30942 0.01001 -0.39 0.80 -0.81
C 2.21756 9.65879 0.76351 1.81 -0.50 -0.72
O 0.88373 9.98382 0.67469 -2.96 0.09 1.08
S -0.03473 8.65436 1.13850 -0.94 0.53 1.45
O -1.36298 8.73232 0.49930 3.84 -0.23 1.10
O 0.02965 8.39822 2.59047 -0.04 0.90 -3.33
O 1.03058 7.68284 0.44746 -0.43 -1.32 0.31
H 3.16465 7.70935 0.00882 -0.35 -0.42 1.30
H 2.09271 8.38501 -1.06524 0.00 0.89 -0.13
H 2.80305 10.45396 0.30197 -0.19 -0.11 -0.54
H 2.61082 9.65976 1.78009 -0.35 -0.65 0.29

=====

35
Properties=species:S:1:pos:R:3:forces:R:3 method="wB97M-V/def2-TZVPD" gap_ev=8.604 multiplicity=1 relative_energy_kj_mol=803.7 e_lumo_ev=0.68 homo_energy_ev=-7.92
C -2.89595 1.03533 0.62127 -0.04 0.60 -0.32
C -2.66126 -0.49079 0.43438 1.79 1.60 -0.79
C -3.19009 -0.84380 -1.02105 -2.94 0.00 2.60
C -0.72196 -0.81052 2.05285 0.23 -0.21 0.94
C 0.68268 -1.46396 2.18560 0.08 -0.11 -0.06
C 1.87474 -0.70294 1.52531 -0.64 -1.39 -1.65
C 1.65410 0.82426 1.23547 -2.14 1.75 1.29
C 2.49356 1.02632 0.08135 8.22 2.19 -2.98
C 1.99764 1.08552 -1.39692 3.08 -4.17 0.70
C 2.73737 0.49818 -2.45049 -4.69 1.67 -1.40
C 0.48483 0.53194 -2.96445 2.21 1.59 -0.83
H -2.61977 1.56561 -0.59032 -1.20 -1.08 4.15
H -4.29298 0.94348 1.00123 4.38 1.42 -1.12
H -1.95056 1.43140 1.51834 -3.67 -0.80 -2.75
H -3.11792 -0.91237 1.34297 -0.40 -0.67 -0.90
H -3.07069 -1.89358 -1.29735 -0.41 0.02 0.26
H -2.73218 -0.27288 -1.77584 1.04 0.96 -0.65
H -4.33776 -0.44910 -1.03473 2.54 -1.40 -0.09
H -0.46465 -0.55989 0.00557 -1.00 0.48 -0.17
H -1.23560 -1.51400 2.74872 -0.81 0.19 -1.13
H -0.73871 0.12001 2.80776 0.05 -0.89 -2.31
H 0.60516 -2.52742 1.73617 0.26 1.59 1.05
H 0.78858 -1.46352 3.29164 0.33 -0.54 -0.57
H 1.94028 -1.23276 0.40519 0.29 1.37 2.92
H 2.93974 -0.81641 2.09892 -2.63 0.19 -1.53
H 1.76131 1.51239 2.25607 0.34 -1.70 -2.89
H 0.76987 1.39541 0.61568 0.18 -2.39 2.45
H 3.14795 1.97891 0.15616 -1.12 -0.93 0.17
H 3.49686 0.23304 -0.01535 -2.84 1.94 0.51
H 3.71459 0.41245 -2.70184 2.80 -0.35 -0.42
H 2.08043 0.25563 -4.56940 -1.33 -0.18 3.72
H -0.42571 0.64951 -3.75709 2.16 -0.48 2.84
N -1.23047 -0.80122 0.63493 0.63 -0.82 2.29
N 1.76291 0.30089 -3.48352 1.75 0.12 -1.89
N 0.75367 0.95486 -1.69725 -6.49 0.40 -1.41

=====

52
Properties=species:S:1:pos:R:3:forces:R:3 method="wB97M-V/def2-TZVPD" gap_ev=8.237 multiplicity=1 total_charge=+1 e_lumo_ev=-3.48 homo_energy_ev=-11.72
C -4.25097 0.99269 0.52700 0.75 1.02 0.74
C -3.54523 2.42399 0.44306 -1.67 0.16 -1.24
N -4.18243 3.33570 -0.23160 1.36 -1.28 1.11
C -2.19544 2.77361 1.14894 -0.83 0.60 -0.82
C -0.91033 2.33731 0.35652 0.33 -0.82 2.66
C -0.66722 0.78544 0.10905 0.73 0.87 -1.83
C 0.32239 0.91380 -1.13136 0.62 1.03 0.66
C -0.05812 2.25737 -1.83443 -1.68 -1.34 0.43
P 0.41528 2.59012 -3.61468 0.27 0.47 -0.36
C -0.36591 1.18245 -4.61524 -0.08 -0.17 -0.21
O -0.42801 3.98066 -4.14281 0.28 -1.56 1.48
N -0.71065 3.01263 -0.96028 0.88 -1.41 -1.10
H -4.33329 0.51893 -0.49032 0.33 0.40 1.09
H -3.68193 0.37272 1.26727 -0.74 0.11 -0.83
H -5.29731 1.18752 0.90477 1.16 -0.37 -0.30
H -5.05320 2.90865 -0.58369 0.36 0.40 0.02
H -2.23103 2.36479 2.19366 0.46 0.11 -1.05
H -2.15862 3.89930 1.24877 -0.17 -1.15 -0.10
H -0.05869 2.61298 1.05568 -0.72 0.11 -1.03
H -1.57681 0.20111 -0.20932 0.87 0.63 0.76
H -0.03126 0.30336 0.90537 -1.42 0.41 -0.53
H 0.56410 0.01124 -1.73966 -0.64 1.02 0.24
H 1.32761 1.16460 -0.66961 -0.82 -0.21 -0.63
H -1.17775 1.56604 -5.29728 0.71 -0.23 0.98
H 0.43931 0.76082 -5.28198 -0.70 0.56 0.85
H -0.74106 0.34971 -3.96672 0.23 0.84 -0.55
H -0.33867 4.62135 -3.41643 -0.01 0.25 -0.62
H -1.02922 3.95089 -1.20812 -0.21 -0.41 0.45
C 3.56061 -0.81384 -2.16800 0.29 -0.62 0.07
O 2.64917 -0.00258 -2.23308 0.05 -0.20 -0.11
N 3.42651 -2.10660 -1.79361 0.18 0.69 -0.22
C 4.55902 -3.01200 -1.74079 -0.19 -0.09 0.05
C 2.11000 -2.60333 -1.43384 -0.06 0.33 -0.05
H 4.59718 -0.54218 -2.41843 0.00 -0.02 0.02
H 4.38070 -3.84862 -2.41948 0.15 -0.03 0.07
H 4.67054 -3.38700 -0.72127 0.12 -0.08 -0.08
H 5.47639 -2.50338 -2.03568 -0.11 0.03 0.01
H 1.43391 -2.48211 -2.28372 -0.07 -0.10 0.09
H 1.72127 -2.02341 -0.59316 -0.11 -0.15 0.00
H 2.16312 -3.65464 -1.15728 0.06 0.09 -0.03
C -0.50736 -2.77557 2.93525 0.14 0.00 0.47
O -0.53628 -2.20987 1.85676 0.13 0.31 -0.07
N 0.03660 -2.26884 4.06871 -0.29 -0.35 -0.43
C 0.03278 -3.00496 5.31890 0.11 0.23 -0.01
C 0.64050 -0.95098 4.02989 -0.09 -0.07 -0.28
H -0.93747 -3.77927 3.07476 0.01 0.00 0.05
H -0.50692 -2.42813 6.07307 0.05 -0.15 0.09
H 1.06287 -3.15999 5.64692 -0.09 -0.08 0.13
H -0.45173 -3.97325 5.19712 0.02 0.09 -0.07
H -0.11033 -0.21895 3.72217 0.11 0.08 0.04
H 1.45195 -0.94709 3.29817 0.00 0.14 0.07
H 1.03140 -0.68320 5.01009 -0.06 -0.09 -0.05

=====

The evaluated total energy for the records listed, in turn: -361.98063; -2776.46959; -595.67145; -1337.27991 hartree.